Formula: C5H28N3O9
Source: OMol25
Level of theory: ωB97M-V/def2-TZVPD

Results
Total charge: +1
Gap between HOMO and LUMO (eV): 9.54
Relative energy (zero: lowest compared OMol25 entry of this formula, charge and spin) (kcal/mol): 0.0
HOMO energy (Eh): -0.436
Energy (a.u.): -1048.5495

CARTESIAN COORDINATES (ANGSTROEM)
C  0.24911  -1.96139  -1.01399
C  -0.12494  -2.57916  0.33034
C  -0.94932  -1.62998  1.15636
C  -2.20440  -1.87887  1.63821
N  -2.48850  -0.80588  2.44621
C  -1.40357  -0.01630  2.49455
N  -0.45331  -0.46733  1.69436
N  0.91669  -0.64115  -0.89823
H  -0.68009  -1.72032  -1.50995
H  0.67789  -2.50617  -1.84820
H  -0.57357  -3.51535  0.00474
H  0.75234  -2.78259  0.95214
H  -2.77024  -2.77058  1.45249
H  -3.19494  -0.83424  3.16095
H  -1.17123  0.81915  3.13628
H  0.97857  -0.04174  -1.72080
H  0.32059  -0.00304  -0.32374
H  1.86676  -0.73143  -0.52174
H  3.77552  -2.36615  -0.55917
H  4.52582  -1.36384  0.17236
O  3.71701  -1.43824  -0.29050
H  1.25228  3.21101  1.70911
H  0.58676  4.24412  2.56510
O  0.85548  3.31611  2.58108
H  -2.81625  -0.55955  -1.93789
H  -4.03261  -1.52968  -2.08051
O  -3.15859  -1.43273  -1.68862
H  2.75791  1.28695  0.31539
H  3.66779  0.79614  -0.60765
O  2.85657  1.30891  -0.66260
H  -0.00777  2.78757  -0.28563
H  0.00435  1.63897  0.88816
O  0.03401  1.83341  -0.04455
H  -2.41644  1.65600  -2.23721
H  -1.09163  1.43143  -1.44676
O  -1.65340  1.07560  -2.15951
H  1.52695  0.75134  1.84535
H  2.19480  1.64832  3.01082
O  2.29331  1.22367  2.16094
H  0.96586  4.54814  -0.74808
H  -0.34592  4.97843  -1.46287
O  0.04633  4.32126  -0.88644
H  -2.24215  -2.85741  -2.33419
H  -1.49834  -3.06621  -3.67720
O  -1.54550  -3.37724  -2.76891